This record from the OMol25 dataset describes a 7-piece molecular cluster, C40H62F5N2O8S overall in a non-equilibrium geometry. The level of theory is ωB97M-V/def2-TZVPD.

Atoms and positions in Å:
C (0.474, -3.612, 3.009)
O (-0.244, -2.932, 1.897)
C (0.734, -2.167, 1.052)
C (1.086, -0.751, 1.872)
N (0.110, -0.384, 2.944)
N (0.319, 0.776, 3.616)
C (-0.749, 1.118, 4.682)
C (-1.941, 0.001, 4.793)
O (-2.028, -0.711, 5.949)
C (-3.083, -0.295, 3.638)
C (-3.340, -1.896, 3.250)
C (-4.427, -2.374, 2.077)
C (-5.240, -1.127, 1.317)
C (-4.995, 0.465, 1.728)
C (-3.925, 0.916, 2.890)
C (1.400, 1.822, 3.496)
C (2.560, 1.564, 2.342)
S (3.880, 2.866, 2.127)
C (2.420, 0.162, 1.440)
C (3.478, -0.185, 0.258)
F (3.546, -1.586, -0.198)
F (4.901, 0.169, 0.627)
C (3.181, 0.722, -1.116)
F (2.147, 0.092, -1.999)
F (4.441, 0.745, -1.950)
F (2.697, 2.090, -0.820)
H (1.613, -3.349, 3.069)
H (0.337, -4.796, 2.953)
H (0.015, -3.310, 4.069)
H (0.184, -1.940, 0.033)
H (1.660, -2.874, 0.943)
H (-0.244, 1.396, 5.728)
H (-1.232, 2.144, 4.309)
H (-2.735, -2.765, 3.772)
H (-4.607, -3.502, 1.779)
H (-5.993, -1.458, 0.479)
H (-5.571, 1.335, 1.165)
H (-3.708, 2.015, 3.232)
H (1.469, 2.792, 4.150)
H (5.144, 2.292, 2.395)
C (8.877, 3.631, 0.130)
C (7.876, 3.778, -0.986)
C (6.596, 4.056, -0.229)
O (6.965, 4.741, 0.976)
C (8.388, 4.655, 1.131)
H (9.911, 3.800, -0.181)
H (8.808, 2.625, 0.560)
H (8.138, 4.643, -1.607)
H (7.807, 2.901, -1.634)
H (6.093, 3.126, 0.056)
H (5.894, 4.670, -0.802)
H (8.807, 5.645, 0.923)
H (8.630, 4.383, 2.162)
C (3.255, 7.386, 4.229)
C (3.748, 6.987, 5.596)
C (3.244, 5.565, 5.712)
O (3.214, 5.024, 4.384)
C (3.402, 6.097, 3.451)
H (3.810, 8.217, 3.786)
H (2.198, 7.671, 4.284)
H (4.844, 6.997, 5.612)
H (3.389, 7.635, 6.399)
H (2.223, 5.537, 6.107)
H (3.881, 4.945, 6.348)
H (4.408, 6.001, 3.029)
H (2.673, 6.011, 2.639)
C (1.991, 2.823, -5.390)
C (1.252, 2.424, -4.138)
C (-0.193, 2.532, -4.576)
O (-0.226, 2.237, -5.979)
C (1.120, 2.229, -6.475)
H (3.022, 2.463, -5.425)
H (2.006, 3.916, -5.479)
H (1.489, 1.384, -3.884)
H (1.484, 3.049, -3.273)
H (-0.575, 3.549, -4.438)
H (-0.846, 1.839, -4.038)
H (1.394, 1.188, -6.678)
H (1.171, 2.793, -7.410)
C (-9.102, -0.723, -3.270)
C (-9.798, -1.662, -2.320)
C (-8.675, -2.058, -1.386)
O (-7.774, -0.944, -1.323)
C (-8.126, -0.014, -2.357)
H (-9.780, -0.037, -3.785)
H (-8.556, -1.298, -4.027)
H (-10.573, -1.121, -1.764)
H (-10.266, -2.519, -2.812)
H (-8.117, -2.916, -1.777)
H (-9.031, -2.301, -0.381)
H (-8.590, 0.856, -1.880)
H (-7.224, 0.314, -2.880)
C (-0.162, -4.285, -3.956)
C (1.018, -3.361, -3.802)
C (0.367, -2.101, -3.275)
O (-0.778, -2.511, -2.515)
C (-1.022, -3.900, -2.772)
H (0.107, -5.345, -3.961)
H (-0.690, -4.060, -4.890)
H (1.710, -3.765, -3.053)
H (1.574, -3.199, -4.729)
H (0.015, -1.463, -4.093)
H (1.040, -1.516, -2.640)
H (-0.736, -4.461, -1.875)
H (-2.088, -4.060, -2.957)
C (-3.162, -8.142, -1.101)
C (-1.982, -7.218, -0.947)
C (-2.633, -5.958, -0.420)
O (-3.778, -6.368, 0.339)
C (-4.022, -7.758, 0.083)
H (-2.893, -9.202, -1.107)
H (-3.690, -7.917, -2.036)
H (-1.290, -7.622, -0.199)
H (-1.426, -7.056, -1.874)
H (-2.985, -5.321, -1.238)
H (-1.960, -5.373, 0.214)
H (-3.736, -8.318, 0.979)
H (-5.088, -7.917, -0.103)

E = -3169.203299 a.u.
Total charge = +1
E_HOMO = -10.7 eV
Frontier orbital gap = 5.068 eV

Atom charges from the Mulliken analysis, given in e for atoms 1 to 8:
1. C -0.71
2. O -0.36
3. C -0.34
4. C -0.12
5. N -0.11
6. N 0.40
7. C -0.58
8. C 0.21

***

This record from the OMol25 dataset describes a 9-piece molecular cluster, C40H65BIO18 overall in a non-equilibrium geometry. The level of theory is ωB97M-V/def2-TZVPD.

Atoms and positions in Å:
C (-2.214, 1.632, 1.753)
C (-2.492, 0.280, 2.436)
C (-2.601, -0.894, 1.438)
O (-1.406, -1.637, 1.467)
C (-1.034, -2.250, 0.199)
B (-1.309, -3.863, 0.163)
C (-2.870, -4.156, 0.629)
C (-3.109, -4.511, 2.103)
C (-0.140, -4.754, 0.985)
C (0.651, -3.966, 1.959)
O (1.670, -3.412, 1.698)
I (-0.044, -3.729, 4.046)
H (-1.494, 2.240, 2.299)
H (-1.795, 1.469, 0.759)
H (-3.153, 2.179, 1.633)
H (-3.365, 0.317, 3.090)
H (-1.634, 0.061, 3.077)
H (-3.430, -1.520, 1.793)
H (-2.824, -0.510, 0.438)
H (-1.533, -1.782, -0.658)
H (0.040, -2.037, 0.060)
H (-1.225, -4.209, -1.017)
H (-3.517, -3.315, 0.357)
H (-3.232, -5.010, 0.037)
H (-2.619, -5.435, 2.414)
H (-4.187, -4.664, 2.253)
H (-2.851, -3.676, 2.756)
H (0.594, -5.115, 0.263)
H (-0.557, -5.649, 1.456)
O (-6.388, -2.084, 2.584)
C (-6.794, -3.014, 3.216)
O (-6.472, -4.300, 2.922)
C (-7.188, -5.195, 3.781)
C (-7.563, -4.365, 5.003)
C (-7.743, -2.972, 4.400)
H (-8.066, -5.564, 3.244)
H (-6.545, -6.037, 4.027)
H (-8.441, -4.740, 5.526)
H (-6.730, -4.354, 5.708)
H (-8.752, -2.812, 4.034)
H (-7.462, -2.188, 5.082)
O (1.087, 2.932, 0.905)
C (1.518, 2.027, 1.568)
O (1.870, 2.185, 2.864)
C (2.479, 0.967, 3.351)
C (1.976, -0.133, 2.436)
C (1.807, 0.610, 1.120)
H (3.563, 1.087, 3.296)
H (2.195, 0.813, 4.390)
H (2.639, -0.984, 2.378)
H (1.005, -0.491, 2.786)
H (2.735, 0.615, 0.541)
H (0.989, 0.218, 0.517)
O (-0.099, 0.074, -4.538)
C (-0.061, 1.064, -3.861)
O (-0.878, 1.268, -2.809)
C (-0.662, 2.582, -2.260)
C (0.738, 2.974, -2.707)
C (0.850, 2.260, -4.049)
H (-1.434, 3.249, -2.652)
H (-0.749, 2.537, -1.178)
H (0.891, 4.051, -2.757)
H (1.473, 2.564, -2.013)
H (0.468, 2.871, -4.870)
H (1.866, 1.943, -4.256)
O (4.153, 1.816, -4.843)
C (4.406, 0.767, -4.317)
O (4.516, 0.632, -2.975)
C (4.920, -0.714, -2.644)
C (4.518, -1.553, -3.848)
C (4.676, -0.558, -4.998)
H (5.999, -0.717, -2.474)
H (4.419, -1.020, -1.728)
H (5.114, -2.457, -3.956)
H (3.472, -1.848, -3.760)
H (5.691, -0.544, -5.397)
H (3.962, -0.729, -5.799)
O (-9.200, -0.808, 5.256)
C (-9.136, 0.231, 5.844)
O (-9.840, 0.485, 6.976)
C (-9.634, 1.847, 7.388)
C (-8.317, 2.265, 6.747)
C (-8.322, 1.450, 5.457)
H (-10.477, 2.445, 7.035)
H (-9.607, 1.886, 8.475)
H (-8.237, 3.340, 6.596)
H (-7.484, 1.951, 7.377)
H (-8.835, 1.965, 4.644)
H (-7.324, 1.158, 5.139)
O (4.740, -0.762, 1.814)
C (5.834, -0.349, 1.567)
O (6.596, -0.842, 0.557)
C (7.891, -0.219, 0.562)
C (7.697, 1.097, 1.302)
C (6.596, 0.741, 2.299)
H (8.594, -0.882, 1.071)
H (8.222, -0.080, -0.465)
H (8.610, 1.471, 1.761)
H (7.333, 1.860, 0.612)
H (6.994, 0.327, 3.227)
H (5.944, 1.583, 2.517)
O (2.126, -0.538, -8.950)
C (1.131, 0.123, -8.906)
O (0.425, 0.452, -10.022)
C (-0.654, 1.336, -9.678)
C (-0.911, 1.098, -8.196)
C (0.483, 0.745, -7.685)
H (-0.339, 2.361, -9.885)
H (-1.515, 1.101, -10.300)
H (-1.365, 1.952, -7.697)
H (-1.575, 0.242, -8.067)
H (1.055, 1.631, -7.402)
H (0.451, 0.041, -6.858)
O (9.179, 3.716, -1.555)
C (8.030, 4.054, -1.543)
O (7.501, 4.831, -0.568)
C (6.080, 4.973, -0.766)
C (5.851, 4.685, -2.243)
C (6.952, 3.670, -2.539)
H (5.568, 4.257, -0.120)
H (5.782, 5.979, -0.479)
H (4.846, 4.328, -2.459)
H (6.020, 5.590, -2.828)
H (6.629, 2.649, -2.329)
H (7.323, 3.746, -3.557)

E = -3240.169603 a.u.
Total charge = -1
E_HOMO = -4.5 eV
Frontier orbital gap = 6.463 eV

Atom charges from the Mulliken analysis, given in e for atoms 1 to 8:
1. C -0.80
2. C -0.45
3. C -0.16
4. O 0.05
5. C -0.99
6. B 0.42
7. C -0.69
8. C -0.35

***

This record from the OMol25 dataset describes a 6-piece molecular cluster, C40H66IO21P overall in a non-equilibrium geometry. The level of theory is ωB97M-V/def2-TZVPD.

Atoms and positions in Å:
C (-4.480, 2.909, 2.305)
O (-3.628, 2.910, 1.074)
C (-2.844, 4.180, 1.232)
C (-1.501, 4.163, 0.287)
C (-0.458, 5.393, 0.647)
C (0.286, 5.205, 2.123)
C (1.546, 4.156, 2.033)
C (1.041, 2.726, 2.656)
C (1.144, 2.657, 4.324)
C (0.441, 1.240, 4.754)
C (0.193, 1.043, 6.363)
C (-0.714, -0.353, 6.514)
C (0.071, -1.690, 5.948)
C (-0.858, -2.626, 4.943)
C (-0.497, -2.449, 3.348)
O (-0.828, -1.058, 2.892)
C (-2.303, -1.055, 2.774)
O (-3.060, -0.060, 3.244)
C (-2.753, -2.489, 2.041)
P (-3.302, -1.910, 0.300)
O (-4.982, -2.452, 0.136)
I (-2.098, -3.058, -1.512)
C (-1.353, -3.321, 2.228)
C (-1.364, -4.957, 2.320)
O (-1.278, -5.458, 0.908)
C (0.121, -5.717, 0.531)
C (1.124, -4.692, -0.269)
O (0.633, -6.931, 0.848)
H (-4.893, 4.010, 2.399)
H (-5.387, 2.147, 2.181)
H (-3.843, 2.579, 3.236)
H (-3.535, 5.049, 0.849)
H (-2.557, 4.315, 2.363)
H (-0.968, 3.106, 0.280)
H (-1.863, 4.333, -0.837)
H (0.335, 5.485, -0.227)
H (-1.094, 6.403, 0.665)
H (-0.524, 4.888, 2.917)
H (0.747, 6.260, 2.407)
H (2.556, 4.560, 2.473)
H (1.738, 3.973, 0.869)
H (1.613, 1.778, 2.222)
H (-0.110, 2.524, 2.412)
H (2.300, 2.682, 4.566)
H (0.589, 3.549, 4.839)
H (1.058, 0.359, 4.250)
H (-0.634, 1.190, 4.240)
H (1.195, 0.835, 6.942)
H (-0.460, 1.885, 6.860)
H (-1.639, -0.193, 5.779)
H (-1.178, -0.480, 7.583)
H (0.320, -2.370, 6.897)
H (1.103, -1.467, 5.440)
H (-0.664, -3.752, 5.255)
H (-1.979, -2.372, 5.215)
H (0.619, -2.690, 3.002)
H (-3.630, -2.820, 2.744)
H (-5.483, -1.632, -0.164)
H (-0.743, -3.075, 1.243)
H (-0.416, -5.402, 2.880)
H (-2.328, -5.361, 2.874)
H (0.798, -3.561, -0.234)
H (2.193, -4.806, 0.227)
H (1.228, -4.978, -1.418)
C (1.506, 0.504, -5.705)
C (1.946, -0.542, -4.703)
C (1.093, -1.774, -4.703)
O (1.293, -2.276, -3.393)
C (1.574, -1.191, -2.607)
O (1.621, -1.214, -1.390)
O (1.794, -0.077, -3.372)
H (2.123, 1.404, -5.609)
H (1.592, 0.129, -6.729)
H (0.471, 0.815, -5.529)
H (3.004, -0.786, -4.854)
H (1.410, -2.504, -5.452)
H (0.024, -1.568, -4.832)
C (1.272, -7.522, -6.809)
C (1.495, -6.306, -7.683)
C (2.922, -5.853, -7.734)
O (2.789, -4.481, -8.063)
C (1.577, -4.085, -7.565)
O (1.204, -2.928, -7.496)
O (0.841, -5.164, -7.154)
H (0.204, -7.761, -6.757)
H (1.807, -8.392, -7.202)
H (1.602, -7.340, -5.780)
H (1.094, -6.487, -8.687)
H (3.502, -6.381, -8.495)
H (3.441, -5.927, -6.771)
C (-0.066, 10.954, 1.347)
C (0.555, 9.623, 0.977)
C (2.033, 9.691, 0.742)
O (2.251, 8.582, -0.113)
C (1.083, 8.398, -0.803)
O (0.958, 7.655, -1.761)
O (0.077, 9.161, -0.275)
H (-1.152, 10.853, 1.438)
H (0.332, 11.323, 2.297)
H (0.115, 11.707, 0.573)
H (0.302, 8.868, 1.732)
H (2.610, 9.588, 1.666)
H (2.353, 10.598, 0.218)
C (0.675, 2.524, -11.624)
C (1.545, 2.589, -10.386)
C (1.781, 1.257, -9.744)
O (2.060, 1.617, -8.402)
C (1.393, 2.791, -8.176)
O (1.248, 3.302, -7.080)
O (0.908, 3.311, -9.345)
H (0.483, 3.532, -12.006)
H (1.156, 1.937, -12.412)
H (-0.302, 2.083, -11.401)
H (2.489, 3.098, -10.617)
H (2.626, 0.722, -10.186)
H (0.900, 0.605, -9.749)
C (-1.661, -7.775, 9.048)
C (-1.438, -6.559, 8.174)
C (-0.011, -6.106, 8.123)
O (-0.144, -4.734, 7.794)
C (-1.356, -4.338, 8.292)
O (-1.728, -3.181, 8.361)
O (-2.091, -5.417, 8.703)
H (-2.728, -8.014, 9.100)
H (-1.126, -8.645, 8.655)
H (-1.331, -7.593, 10.077)
H (-1.839, -6.739, 7.170)
H (0.570, -6.634, 7.362)
H (0.508, -6.180, 9.086)

E = -3782.531875 a.u.
E_HOMO = -8.4 eV
Frontier orbital gap = 8.487 eV

Atom charges from the Mulliken analysis, given in e for atoms 1 to 8:
1. C -0.55
2. O -0.35
3. C -0.45
4. C -0.50
5. C -0.38
6. C -0.13
7. C -0.66
8. C -0.17

***

This record from the OMol25 dataset describes C40H69N5O2Rb as an isolated structure. The level of theory is ωB97M-V/def2-TZVPD.

Atoms and positions in Å:
Rb (-0.719, 0.368, 0.154)
C (2.258, 0.209, -2.391)
N (2.455, 0.066, -0.955)
C (3.320, -1.064, -0.676)
C (3.009, 1.308, -0.419)
C (2.803, 1.485, 1.086)
N (1.426, 1.747, 1.480)
C (1.205, 1.192, 2.840)
C (-0.078, 1.549, 3.550)
C (-0.059, 2.632, 4.418)
C (-1.175, 3.068, 5.120)
C (-2.354, 2.351, 4.913)
C (-2.436, 1.243, 4.082)
C (-1.268, 0.768, 3.384)
O (-1.298, -0.278, 2.637)
C (-3.770, 0.526, 3.843)
C (-4.919, 1.123, 4.662)
C (-4.160, 0.664, 2.361)
C (-3.666, -0.963, 4.224)
C (-1.078, 4.295, 6.028)
C (-0.661, 5.521, 5.200)
C (-2.411, 4.617, 6.707)
C (-0.033, 4.055, 7.127)
C (1.080, 3.179, 1.406)
C (1.326, 3.853, 0.077)
C (2.402, 4.726, -0.036)
C (2.717, 5.385, -1.217)
C (1.858, 5.161, -2.298)
C (0.754, 4.323, -2.247)
C (0.464, 3.591, -1.038)
O (-0.490, 2.736, -0.956)
C (-0.165, 4.151, -3.460)
C (0.244, 5.039, -4.636)
C (-1.604, 4.533, -3.065)
C (-0.145, 2.688, -3.942)
C (3.923, 6.310, -1.376)
C (4.739, 6.424, -0.086)
C (3.461, 7.722, -1.768)
C (4.852, 5.769, -2.474)
H (3.202, 0.416, -2.922)
H (1.568, 1.034, -2.583)
H (1.838, -0.712, -2.803)
H (4.316, -0.948, -1.138)
H (2.873, -1.981, -1.064)
H (3.455, -1.185, 0.399)
H (2.530, 2.131, -0.938)
H (4.091, 1.367, -0.633)
H (3.475, 2.286, 1.436)
H (3.133, 0.570, 1.587)
H (2.030, 1.531, 3.492)
H (1.280, 0.104, 2.750)
H (0.883, 3.166, 4.533)
H (-3.248, 2.679, 5.424)
H (-5.089, 2.174, 4.415)
H (-4.724, 1.043, 5.735)
H (-5.837, 0.571, 4.443)
H (-4.358, 1.713, 2.124)
H (-5.072, 0.088, 2.157)
H (-3.363, 0.306, 1.713)
H (-3.458, -1.058, 5.293)
H (-2.855, -1.428, 3.665)
H (-4.607, -1.482, 4.010)
H (-1.405, 5.717, 4.425)
H (0.299, 5.353, 4.706)
H (-0.570, 6.412, 5.832)
H (-3.184, 4.841, 5.968)
H (-2.296, 5.493, 7.351)
H (-2.751, 3.782, 7.325)
H (0.950, 3.846, 6.699)
H (-0.321, 3.198, 7.740)
H (0.056, 4.934, 7.776)
H (1.678, 3.728, 2.158)
H (0.034, 3.273, 1.695)
H (3.016, 4.876, 0.846)
H (2.070, 5.676, -3.229)
H (0.209, 6.097, -4.365)
H (-0.454, 4.879, -5.463)
H (1.251, 4.802, -4.994)
H (-1.645, 5.588, -2.780)
H (-1.922, 3.927, -2.217)
H (-2.294, 4.372, -3.900)
H (0.855, 2.415, -4.294)
H (-0.850, 2.543, -4.769)
H (-0.426, 2.050, -3.101)
H (4.134, 6.830, 0.729)
H (5.590, 7.092, -0.244)
H (5.126, 5.449, 0.222)
H (2.813, 8.133, -0.991)
H (2.899, 7.709, -2.704)
H (4.319, 8.391, -1.896)
H (5.208, 4.771, -2.205)
H (5.719, 6.424, -2.609)
H (4.329, 5.692, -3.430)
C (-0.764, -2.139, -3.061)
C (-0.065, -2.803, -1.863)
N (-0.793, -2.728, -0.615)
C (-2.122, -3.297, -0.526)
C (-3.205, -2.330, -0.029)
N (-3.313, -1.107, -0.797)
C (-3.565, -1.162, -2.220)
C (-2.550, -0.385, -3.071)
N (-1.172, -0.772, -2.854)
H (-1.637, -2.737, -3.339)
H (-0.071, -2.234, -3.906)
H (0.898, -2.321, -1.703)
H (0.140, -3.842, -2.180)
H (-0.214, -2.930, 0.185)
H (-2.149, -4.161, 0.148)
H (-2.410, -3.687, -1.508)
H (-2.990, -2.048, 1.006)
H (-4.138, -2.922, -0.029)
H (-3.851, -0.405, -0.314)
H (-4.552, -0.761, -2.476)
H (-3.585, -2.205, -2.548)
H (-2.629, 0.681, -2.845)
H (-2.873, -0.520, -4.119)
H (-0.514, -0.077, -3.172)

E = -2014.014861 a.u.
Total charge = -1
E_HOMO = -3.7 eV
Frontier orbital gap = 5.584 eV

Atom charges from the Mulliken analysis, given in e for atoms 1 to 8:
1. Rb 0.73
2. C -0.76
3. N 1.20
4. C -1.26
5. C -0.23
6. C -1.58
7. N 1.35
8. C -1.64

***

Question: The lowest E belongs to which entry?
Answer: C40H66IO21P

***

Question: Among the records above, which one has the lowest E_HOMO?
Answer: C40H62F5N2O8S